The following is a DFT calculation (wB97M-V/def2-TZVPD) of C24H21N5O5V as an isolated structure at a distorted geometry.

Structure (ORCA input):
```
! wB97M-V def2-TZVPD RIJCOSX def2/J DEFGRID3
* xyz 0 4
V 0.19 -0.03 0.44
O 0.23 -3.06 -0.12
C 0.38 -4.20 0.74
C 1.20 -3.75 1.95
N 0.82 -2.40 2.34
C -0.43 -2.34 3.09
C -1.12 -0.96 3.07
O -2.13 -0.82 3.74
O -0.56 -0.05 2.34
C 1.90 -1.63 2.94
C 2.71 -0.76 1.98
O 3.84 -0.42 2.30
O 2.13 -0.47 0.86
H 0.56 -2.39 0.52
H -0.60 -4.59 1.02
H 0.92 -4.98 0.20
H 1.10 -4.47 2.77
H 2.26 -3.72 1.67
H -1.14 -3.05 2.67
H -0.29 -2.62 4.14
H 1.47 -0.93 3.65
H 2.59 -2.27 3.51
C 0.88 4.21 1.17
C 0.50 2.87 1.32
N 0.57 2.00 0.33
C 1.03 2.41 -0.87
C 1.40 3.73 -1.12
C 1.32 4.64 -0.06
C 1.88 4.09 -2.44
C 1.98 3.16 -3.41
C 1.63 1.79 -3.17
C 1.75 0.78 -4.15
C 1.41 -0.51 -3.83
C 0.94 -0.79 -2.54
N 0.80 0.13 -1.61
C 1.15 1.41 -1.92
H 0.81 4.88 2.01
H 0.14 2.47 2.27
H 1.60 5.67 -0.22
H 2.16 5.12 -2.62
H 2.35 3.44 -4.39
H 2.12 1.03 -5.13
H 1.51 -1.31 -4.55
H 0.69 -1.80 -2.24
N -7.00 0.02 -1.74
C -5.90 0.03 -1.40
C -4.52 0.04 -0.97
C -3.98 1.16 -0.35
C -2.65 1.12 0.02
N -1.87 0.06 -0.19
C -2.41 -1.03 -0.75
C -3.73 -1.08 -1.16
H -4.57 2.05 -0.16
H -2.19 1.96 0.52
H -1.76 -1.89 -0.85
H -4.12 -1.98 -1.62
*
```

Lowest unoccupied orbital energy (alpha / beta) in Eh: -0.029 / -0.035
Gap between HOMO and LUMO (alpha / beta) in eV: 6.21 / 7.45
HOMO energy (alpha / beta) in hartree: -0.258 / -0.309

---

The following is a DFT calculation (wB97M-V/def2-TZVPD) of a 2-piece molecular cluster, C6H14N2O2 overall at a distorted geometry.

Structure (ORCA input):
```
! wB97M-V def2-TZVPD RIJCOSX def2/J DEFGRID3
* xyz 1 2
C 2.32 -0.99 1.76
C 1.33 1.07 -1.07
C 2.45 0.17 0.84
O 2.63 1.29 1.26
N 2.15 -0.01 -0.53
H 2.35 -0.74 2.82
H 1.91 -0.94 -0.85
H 1.05 0.78 -2.08
H 1.45 -1.60 1.54
H 3.08 -1.78 1.61
H 0.47 1.30 -0.39
H 1.87 2.02 -1.07
C -2.40 0.66 1.33
C -1.42 -0.87 -2.06
C -2.14 -0.16 -0.93
O -3.32 0.16 -1.12
N -1.58 0.16 0.26
H -0.60 0.03 0.48
H -3.31 1.20 1.08
H -1.05 -0.13 -2.78
H -2.69 -0.11 2.06
H -1.80 1.33 1.95
H -0.56 -1.37 -1.62
H -2.20 -1.50 -2.50
*
```

Lowest unoccupied orbital energy (alpha / beta) in Eh: -0.136 / -0.340
Gap between HOMO and LUMO (alpha / beta) in eV: 9.68 / 3.96
HOMO energy (alpha / beta) in hartree: -0.492 / -0.486

---

The following is a DFT calculation (wB97M-V/def2-TZVPD) of one molecule with the formula C5H7NS2 at a distorted geometry.

Structure (ORCA input):
```
! wB97M-V def2-TZVPD RIJCOSX def2/J DEFGRID3
* xyz 0 1
C 1.05 2.28 -0.46
C 0.46 1.00 -0.92
S -0.17 0.65 -2.42
C 0.68 -0.03 0.11
S 2.17 -0.48 0.65
N -0.48 -0.60 0.57
C -1.54 -1.33 -0.04
C -0.76 -1.88 1.14
H 2.08 2.07 -0.15
H 0.54 2.61 0.46
H 1.18 3.15 -1.17
H -2.49 -0.89 0.21
H -1.40 -1.96 -1.01
H -0.10 -2.69 0.93
H -1.22 -1.88 2.11
*
```

Lowest unoccupied orbital energy in Eh: -0.032
Gap between HOMO and LUMO in eV: 7.80
HOMO energy in hartree: -0.319
SMILES string: CC(=S)C(=S)N1CC1

---

Calculated values (eV) of energy above the lowest of the compared OMol25 structures with the same formula, charge and spin for the records, taken in order: 0.917, 1.974, 2.260.